[1]
Entry from OMol25: a molecular structure, C35H25BaBrF5N6O3Te (wB97M-V/def2-TZVPD).

Geometry as XYZ:
```
77
Properties=species:S:1:pos:R:3:forces:R:3:lowdin_charge:R:1
Ba -1.017 0.799 -2.276 0.285 -0.108 -0.100 1.9406
N 0.311 5.470 -0.908 0.029 0.003 -0.029 0.1268
C 0.015 4.287 -1.478 0.039 0.021 0.009 -0.1707
N -0.310 3.213 -0.850 0.019 -0.042 0.029 0.0303
C -0.431 3.266 0.543 -0.022 0.015 0.031 -0.2846
N -0.931 2.319 1.250 -0.013 0.024 0.005 0.0738
N -1.338 1.210 0.520 0.016 -0.031 0.141 -0.0888
C -1.975 0.365 1.231 0.033 0.062 -0.006 -0.1221
C -2.480 -0.897 0.679 -0.275 0.244 -0.006 -0.3177
C -3.265 -1.713 1.478 0.186 -0.155 -0.021 -0.0087
C -3.687 -2.931 0.970 -0.014 0.010 0.008 -0.0876
C -3.340 -3.265 -0.325 -0.010 -0.005 -0.016 -0.1068
C -2.606 -2.355 -1.071 0.046 -0.020 0.003 -0.1307
N -2.182 -1.190 -0.594 0.047 -0.085 0.042 -0.0110
C 0.017 4.485 1.240 0.001 -0.037 -0.015 -0.0800
C 0.086 4.574 2.630 0.002 0.008 -0.003 -0.0094
C 0.490 5.745 3.236 -0.001 0.006 -0.014 -0.0745
C 0.830 6.852 2.458 -0.003 -0.003 0.019 -0.0783
C 0.773 6.783 1.081 -0.002 0.000 -0.019 -0.0203
C 0.369 5.595 0.479 -0.003 0.016 0.024 -0.1784
H 0.534 6.257 -1.492 -0.022 0.002 -0.004 0.1555
H 0.057 4.275 -2.562 0.030 -0.013 0.015 0.1410
H -2.145 0.575 2.287 -0.038 -0.033 0.002 0.1269
H -3.485 -1.421 2.496 0.002 -0.002 0.005 0.1148
H -4.235 -3.630 1.585 0.005 0.003 0.004 0.1092
H -3.593 -4.228 -0.739 0.008 0.001 -0.002 0.0979
H -2.317 -2.593 -2.090 -0.001 0.003 -0.003 0.1171
H -0.189 3.704 3.209 -0.002 -0.001 0.000 0.1132
H 0.542 5.807 4.315 -0.001 0.002 0.000 0.1033
H 1.144 7.772 2.933 -0.002 -0.001 0.001 0.1043
H 1.039 7.637 0.471 -0.004 -0.002 -0.003 0.1120
Br -1.108 -5.310 1.141 0.027 -0.021 0.005 -0.4117
C 0.930 -2.309 -1.172 -0.005 0.003 0.002 -0.6068
C 1.008 -3.684 -1.334 -0.021 -0.022 -0.044 -0.1308
C 0.992 -4.176 -2.631 -0.014 0.014 0.006 -0.0392
C 0.899 -3.296 -3.698 -0.010 0.013 -0.041 -0.0051
C 0.784 -1.936 -3.440 0.003 -0.133 0.156 -0.2225
N 0.789 -1.459 -2.189 0.008 0.026 0.075 -0.0430
C 0.643 -0.927 -4.592 0.047 -0.137 -0.030 -0.6847
O 0.620 -1.396 -5.727 0.042 0.147 0.006 0.0101
O 0.545 0.289 -4.229 -0.168 0.017 -0.137 -0.3086
H 1.031 -4.346 -0.478 -0.006 0.010 0.015 0.0307
H 1.042 -5.245 -2.798 -0.001 0.000 -0.002 0.1111
H 0.896 -3.624 -4.727 0.002 0.010 -0.007 0.1124
F -6.339 5.519 0.006 0.001 -0.011 0.006 0.0878
C -5.575 4.626 -0.650 0.005 0.037 -0.001 -0.1630
C -4.399 5.019 -1.262 -0.014 -0.013 0.017 -0.1585
F -4.009 6.304 -1.195 0.010 -0.001 -0.003 0.0937
C -3.627 4.097 -1.937 -0.061 -0.003 0.011 -0.1427
F -2.484 4.532 -2.522 -0.088 0.035 -0.058 0.0569
C -3.962 2.730 -2.050 0.231 0.071 -0.104 -0.3510
O -3.210 1.890 -2.670 -0.261 0.116 0.013 -0.3590
C -5.170 2.380 -1.412 -0.059 0.014 0.071 -0.1474
F -5.574 1.100 -1.449 0.007 -0.001 -0.003 0.0946
C -5.950 3.297 -0.734 0.007 -0.031 -0.019 -0.1540
F -7.086 2.900 -0.143 -0.009 -0.003 0.007 0.1034
C 6.141 -5.288 2.076 -0.008 0.007 -0.007 -0.0581
C 4.995 -4.356 1.780 0.031 -0.017 0.000 -0.2739
C 5.021 -3.515 0.682 0.007 0.021 -0.009 -0.0252
C 3.958 -2.665 0.377 0.011 -0.015 0.010 -0.3019
C 4.072 -1.797 -0.847 -0.030 -0.006 -0.012 -0.0763
C 2.832 -2.679 1.207 -0.045 -0.010 0.095 -0.4236
Te 1.144 -1.472 0.767 0.042 -0.056 -0.084 1.3795
C 2.787 -3.512 2.338 0.000 0.010 -0.026 -0.3055
C 1.598 -3.559 3.259 0.013 -0.032 0.008 -0.1169
C 3.875 -4.334 2.601 -0.009 0.011 0.013 -0.0201
H 7.021 -5.030 1.487 -0.001 0.001 -0.001 0.0688
H 5.871 -6.320 1.840 -0.001 0.001 -0.001 0.0805
H 6.414 -5.256 3.132 -0.001 0.000 -0.001 0.0742
H 5.893 -3.510 0.036 -0.002 0.003 -0.001 0.1110
H 5.120 -1.631 -1.096 0.005 0.000 -0.004 0.0748
H 3.581 -0.834 -0.706 0.017 0.005 0.005 0.0445
H 3.595 -2.272 -1.708 -0.001 0.006 0.004 0.0787
H 1.360 -2.568 3.652 -0.027 0.004 0.006 0.0583
H 1.800 -4.218 4.104 0.016 0.014 -0.010 0.0733
H 0.717 -3.941 2.734 -0.021 0.028 -0.022 -0.0268
H 3.839 -4.984 3.469 -0.005 0.003 -0.001 0.1152
```
Forces are in eV/Å.

As for the molar mass: 1017.45 g/mol. The total charge is -1. Its energy above the lowest of the compared OMol25 structures with the same formula, charge and spin is 6.0 kcal/mol. The calculation puts the largest force on an atom at 0.37 eV/A.

***

[2]
Entry from OMol25: a molecular structure, H8NaO4 (wB97M-V/def2-TZVPD).

Geometry as XYZ:
```
13
Properties=species:S:1:pos:R:3:forces:R:3:lowdin_charge:R:1
Na 0.046 0.115 0.382 -0.005 -0.006 0.110 0.5801
O -0.539 0.958 2.559 -0.024 0.186 -0.268 -0.0403
H -1.424 0.896 2.942 0.179 -0.025 -0.008 0.0742
H -0.205 1.826 2.824 -0.083 -0.183 0.063 0.0736
O 2.353 -0.254 -0.380 -0.263 -0.189 -0.104 -0.0395
H 3.117 -0.756 -0.064 -0.116 0.146 0.012 0.0765
H 2.276 -0.481 -1.316 0.149 0.012 0.128 0.0591
O -0.139 1.047 -1.816 0.133 -0.239 -0.039 -0.0390
H 0.633 1.381 -2.292 -0.219 0.085 0.050 0.0725
H -0.784 0.810 -2.496 0.113 0.130 0.099 0.0761
O -1.604 -1.656 0.179 0.237 0.187 -0.325 -0.0388
H -2.499 -1.519 -0.160 0.126 -0.104 0.115 0.0737
H -1.232 -2.367 -0.361 -0.230 -0.001 0.167 0.0719
```
Forces are in eV/Å.

As for the molar mass: 95.05 g/mol. The total charge is +1. Its energy above the lowest of the compared OMol25 structures with the same formula, charge and spin is 0.0 kcal/mol. The calculation puts the largest force on an atom at 0.44 eV/A.

***

[3]
Entry from OMol25: a single C18H23N3O8S molecule at a distorted geometry (wB97M-V/def2-TZVPD).

Geometry as XYZ:
```
53
Properties=species:S:1:pos:R:3:forces:R:3:lowdin_charge:R:1
C -4.557 -3.654 -1.114 0.131 -0.380 0.126 -0.0283
O -4.312 -2.293 -1.449 -0.189 0.243 -0.209 -0.0115
C -3.115 -1.822 -1.134 0.300 -0.123 -0.402 -0.5078
O -2.178 -2.486 -0.768 -0.055 -0.024 -0.084 0.1198
C -3.040 -0.345 -1.394 0.006 -0.077 0.029 -0.1091
C -2.773 0.141 -2.668 -0.013 -0.074 0.165 0.0046
C -2.704 1.507 -2.887 0.004 -0.040 0.008 -0.0502
C -2.927 2.397 -1.848 0.002 -0.037 0.103 -0.0507
C -3.197 1.916 -0.577 -0.071 0.143 -0.019 -0.0613
C -3.230 0.552 -0.356 -0.171 -0.332 0.498 -0.1965
S -3.547 -0.054 1.310 -0.064 0.095 0.495 0.7050
O -4.383 0.911 1.962 0.209 0.248 -0.165 -0.2700
O -4.003 -1.409 1.205 0.228 0.050 -0.092 -0.2488
N -2.119 -0.081 2.145 -0.989 -0.024 -0.406 -0.2238
C -1.569 1.172 2.601 0.071 0.702 0.035 -0.1753
C -0.544 1.753 1.626 0.084 -0.171 0.128 -0.1127
C 0.539 0.719 1.309 -0.108 0.143 -0.311 -0.2086
C 1.439 1.226 0.203 -0.451 0.033 0.292 -0.4509
O 1.079 1.874 -0.741 0.073 0.052 -0.057 0.1417
O 2.701 0.809 0.387 0.546 -0.184 0.114 0.0198
C 3.661 1.141 -0.621 0.188 0.433 -0.562 -0.2466
C 4.356 2.461 -0.289 -0.233 -0.250 -0.020 0.0033
C 4.709 0.034 -0.733 -0.469 0.128 0.155 -0.4057
O 5.476 0.000 -1.673 0.101 0.199 -0.282 0.0785
N 4.713 -0.838 0.302 -0.137 -0.231 0.445 0.1947
C 5.556 -1.960 0.524 -0.125 0.332 -0.155 -0.5755
N 6.482 -2.154 -0.422 0.368 -0.069 -0.412 0.1973
O 5.389 -2.628 1.513 -0.078 -0.272 0.398 0.0728
C -0.109 -0.581 0.808 -0.031 -0.025 0.278 -0.1016
C -1.139 -1.085 1.819 0.288 -0.581 -0.430 -0.1703
H -5.499 -3.920 -1.586 0.050 0.030 0.032 0.0959
H -4.628 -3.741 -0.029 -0.008 -0.033 -0.071 0.0981
H -3.745 -4.287 -1.478 -0.127 0.028 0.027 0.0960
H -2.618 -0.552 -3.481 0.002 -0.069 -0.079 0.1269
H -2.488 1.879 -3.877 0.017 0.028 -0.087 0.1097
H -2.891 3.460 -2.026 -0.005 0.089 -0.003 0.1110
H -3.405 2.578 0.248 -0.006 0.149 0.042 0.1190
H -2.410 1.850 2.743 0.194 0.096 0.167 0.1146
H -1.095 0.996 3.573 -0.096 -0.004 -0.018 0.1340
H -0.093 2.645 2.067 -0.026 0.059 -0.024 0.1301
H -1.025 2.042 0.691 0.069 0.041 0.070 0.0985
H 1.144 0.507 2.196 0.006 0.019 -0.029 0.1559
H 3.145 1.234 -1.585 0.175 -0.147 0.204 0.1616
H 4.816 2.403 0.695 0.063 0.011 0.081 0.0939
H 5.122 2.659 -1.033 0.059 0.026 -0.049 0.0913
H 3.630 3.270 -0.297 -0.037 0.044 -0.008 0.0873
H 4.013 -0.705 1.023 0.154 -0.113 -0.134 0.1509
H 7.105 -2.937 -0.331 -0.092 0.015 0.096 0.1196
H 6.525 -1.534 -1.221 -0.016 -0.048 0.087 0.0840
H -0.599 -0.394 -0.149 0.046 -0.031 -0.019 0.1145
H 0.648 -1.351 0.655 0.011 -0.039 -0.064 0.1332
H -1.673 -1.944 1.414 0.221 -0.065 0.125 0.1044
H -0.638 -1.383 2.747 -0.070 0.008 -0.008 0.1371
```
Forces are in eV/Å.

As for the molar mass: 441.46 g/mol. The total charge is 0. Its energy above the lowest of the compared OMol25 structures with the same formula, charge and spin is 0.0 kcal/mol. The calculation puts the largest force on an atom at 1.07 eV/A. Its SMILES is COC(=O)c1ccccc1S(=O)(=O)N1CCC(C(=O)O[C@@H](C)C(=O)NC(N)=O)CC1.

***

[4]
Entry from OMol25: a molecular structure, C23H13Cl5N4OS2Zn (wB97M-V/def2-TZVPD).

Geometry as XYZ:
```
49
Properties=species:S:1:pos:R:3:forces:R:3:lowdin_charge:R:1
Zn 0.347 -0.194 -0.019 -0.376 -0.065 0.167 0.4761
C 4.706 1.457 0.156 0.013 0.006 0.008 -0.0746
C 4.547 2.613 -0.594 0.004 0.006 -0.021 -0.0910
C 3.277 3.018 -0.963 0.005 0.012 0.012 -0.0305
C 2.174 2.259 -0.562 -0.055 -0.044 0.008 -0.2249
N 2.346 1.140 0.146 0.074 0.045 -0.029 0.0834
C 3.565 0.746 0.492 -0.086 -0.030 -0.040 -0.1245
C 0.763 2.606 -0.900 0.035 0.003 0.012 -0.2272
C 0.444 3.914 -1.278 -0.031 -0.011 -0.012 -0.0782
C -0.865 4.249 -1.585 0.021 -0.028 0.007 -0.1292
C -1.850 3.270 -1.507 0.011 -0.007 0.005 -0.1155
C -1.526 1.978 -1.109 -0.016 -0.022 -0.012 -0.1359
C -0.216 1.603 -0.790 0.186 0.093 -0.034 -0.1724
H 5.682 1.096 0.448 -0.003 0.000 -0.004 0.0934
H 5.412 3.186 -0.909 0.001 0.004 0.006 0.0929
H 3.139 3.896 -1.579 0.011 0.000 0.012 0.0928
H 3.619 -0.188 1.041 -0.009 0.010 0.002 0.1104
H 1.207 4.686 -1.308 -0.011 -0.005 -0.002 0.0853
H -1.115 5.266 -1.868 -0.006 0.003 -0.003 0.0804
H -2.880 3.521 -1.742 0.002 -0.002 -0.001 0.0856
H -2.311 1.233 -1.034 0.011 0.017 0.000 0.0472
Cl -1.400 -0.225 7.344 0.010 -0.008 -0.051 0.5888
C -0.767 -0.369 5.733 0.036 -0.032 0.006 -0.7337
C -0.741 0.729 4.874 -0.006 0.016 -0.036 -0.7033
Cl -1.360 2.253 5.432 0.025 -0.048 -0.040 0.6216
C -0.223 0.622 3.593 -0.119 0.231 0.129 -0.5934
Cl -0.186 1.979 2.526 -0.017 -0.034 0.122 0.7381
C 0.312 -0.593 3.087 -0.003 -0.164 -0.023 -0.5198
O 0.823 -0.707 1.939 0.135 0.017 -0.181 -0.1924
C 0.261 -1.697 3.994 0.025 -0.013 0.042 -0.6083
Cl 0.901 -3.191 3.418 -0.004 0.023 0.010 0.6915
C -0.256 -1.584 5.271 -0.033 0.034 0.008 -0.7069
Cl -0.278 -2.966 6.324 0.008 0.040 -0.034 0.6165
S 4.022 -2.798 -1.270 -0.069 0.059 0.012 0.3561
C 2.567 -2.048 -1.105 0.056 -0.094 -0.151 -0.9703
N 1.537 -1.511 -1.015 0.057 -0.018 0.158 0.0258
C -2.263 -4.921 -3.132 -0.043 0.005 0.013 -0.0538
C -2.617 -3.514 -2.727 0.067 -0.035 -0.015 -0.3718
C -3.291 -2.659 -3.596 -0.002 -0.017 0.001 -0.0677
C -3.544 -1.392 -3.103 0.023 0.049 0.011 -0.1803
N -3.164 -0.979 -1.906 0.164 0.026 -0.012 0.0334
C -2.464 -1.850 -1.135 -0.369 -0.188 0.059 -0.8347
S -1.941 -1.359 0.439 0.162 0.016 -0.145 0.5521
N -2.230 -3.133 -1.524 0.138 0.138 0.007 0.0840
H -3.035 -5.361 -3.767 0.007 -0.002 -0.004 0.0615
H -2.122 -5.529 -2.241 -0.004 0.002 -0.005 0.0702
H -1.324 -4.921 -3.691 0.001 0.012 0.015 0.0762
H -3.602 -2.967 -4.586 -0.005 0.004 0.006 0.0847
H -4.082 -0.664 -3.708 -0.019 -0.006 0.014 0.0926
```
Forces are in eV/Å.

As for the molar mass: 668.17 g/mol. The total charge is -2. Its energy above the lowest of the compared OMol25 structures with the same formula, charge and spin is 0.0 kcal/mol. The calculation puts the largest force on an atom at 0.42 eV/A.

***

Question: What is the formula in the first record?
Answer: C35H25BaBrF5N6O3Te